(1)
43
Properties=species:S:1:pos:R:3:forces:R:3 method="wB97M-V/def2-TZVPD" largest_force_ev_per_a=3.60 total_charge=0 de_lowest_kj_mol=0.0 lumo_energy_ev=0.561
C -0.924796 -2.292544 2.830019 0.032 0.361 0.438
C -3.155548 1.400012 -0.941543 -0.855 1.079 -0.935
H 1.617211 0.170091 -3.133986 0.226 0.264 0.034
H -0.439692 0.602526 2.846943 -0.112 -0.142 -0.061
H 1.521697 2.599451 1.753193 0.131 0.009 -0.073
C 0.648942 0.808467 0.966573 -0.651 0.064 0.331
H 0.409758 1.210682 -0.018086 0.178 -0.136 -0.091
C -4.208850 2.461946 -1.266939 0.127 -0.639 0.275
H -5.169768 2.144030 -0.858505 -0.002 0.269 0.096
H -3.924282 3.447013 -0.899801 -0.118 -0.014 0.019
H 4.393811 -2.252220 -2.899606 0.230 0.115 -0.038
C -2.173423 -1.429370 3.011453 0.027 -1.088 0.471
N 4.014834 -1.324389 -2.716210 1.209 0.202 -0.403
O 2.940825 1.670969 0.644503 -0.188 0.431 -0.727
H 1.282768 -2.887527 -3.128653 0.041 0.095 0.007
H 1.707988 2.164900 -2.459329 0.344 -0.385 -0.039
N 2.831225 0.844455 -1.547922 -0.575 0.392 0.038
H -0.508392 -2.430732 3.833831 0.024 -0.111 -0.092
H -2.224480 1.726001 -1.408524 0.193 -0.332 0.248
P -1.976068 0.107774 0.926717 -0.206 -0.135 -0.723
H -4.315358 2.482543 -2.353586 0.047 0.165 0.031
C 2.796242 -1.436870 -2.472606 -0.516 -0.677 0.163
O 2.260764 2.132672 -1.666544 -0.448 0.830 -0.228
H 2.164909 1.126659 2.484569 -0.011 -0.047 -0.080
C 2.122471 -2.790205 -2.436618 -0.579 0.239 0.664
O 3.303427 -0.456876 0.227488 0.651 -3.448 0.791
O -2.776533 -1.003260 1.780894 0.433 1.501 0.593
H 1.107474 -0.410405 -1.572470 0.120 -0.035 0.079
O -3.014537 1.270704 0.481899 0.403 -0.795 0.676
C 2.000117 -0.181573 -2.170306 -0.332 -0.682 -0.207
H -0.849040 2.024062 1.918483 -0.323 -0.112 0.024
C -0.626342 0.956580 1.832458 0.151 0.430 0.135
H -0.146367 -1.811208 2.235881 -0.109 -0.059 -0.119
C 1.828559 1.572705 1.541599 -0.065 -0.073 0.474
H -1.969987 -0.606924 3.700896 -0.076 0.204 -0.312
C 3.041372 0.596701 -0.195578 -0.303 2.380 0.058
O -1.427795 -0.540106 -0.262383 0.519 -0.432 -0.783
H 2.833383 -3.597058 -2.604025 0.091 0.142 -0.253
H -1.151097 -3.277907 2.427677 -0.043 0.120 -0.193
H 1.731910 -2.952036 -1.424509 -0.151 0.079 -0.121
H 0.824756 -0.260850 0.888665 0.377 0.038 -0.270
H -3.491182 0.478061 -1.410352 0.302 -0.245 0.253
H -2.910908 -2.056945 3.514339 -0.196 0.176 -0.148

***

(2)
38
Properties=species:S:1:pos:R:3:forces:R:3 method="wB97M-V/def2-TZVPD" largest_force_ev_per_a=2.69 total_charge=0 de_lowest_kj_mol=0.0 smiles="CCC[C@@H](CCCCN)OC(=O)CCO" lumo_energy_ev=0.835
H -5.204232 -0.265134 0.781674 -0.122 0.171 -0.024
H 0.418994 -0.744644 0.147196 0.148 -0.063 0.116
C 0.151802 -0.415384 -0.852892 -0.360 0.064 -0.285
H 0.965916 1.367463 2.824409 -0.124 -0.066 0.113
H -0.627523 1.017604 1.332035 -0.167 -0.014 0.176
H 3.095511 0.467938 -1.259852 -0.106 0.215 0.145
C -2.803048 1.012332 -0.283365 -1.421 1.924 0.134
C -0.298504 1.689776 0.542685 0.488 0.102 -0.214
H 1.771995 1.715558 -0.048035 0.270 -0.110 0.017
H 1.154829 -1.547427 -2.397724 -0.111 -0.223 0.059
C 2.721238 -0.549745 -1.343872 -0.148 -0.240 -0.090
O -1.839207 0.945889 -1.248044 -0.434 0.495 0.384
H 0.041211 1.616108 -1.545231 -0.117 0.138 -0.218
H 1.235430 3.175714 0.714186 0.021 0.156 -0.137
H 2.904874 -3.216695 0.618179 -0.026 -0.254 0.035
H 1.178518 0.177172 -2.618440 -0.030 -0.023 -0.250
C 1.748064 1.670015 2.136449 0.204 0.217 -0.162
H 4.006608 -1.087401 0.251540 0.060 0.158 0.137
H 2.272514 2.505647 2.590834 0.096 0.050 0.150
O -4.440195 -2.166089 0.538279 0.331 -0.033 0.021
H 2.344865 -0.979414 0.760723 -0.255 -0.010 0.062
H -4.695549 -0.641552 -0.862902 0.007 -0.106 -0.172
C 1.178046 2.093755 0.778176 -0.463 -0.089 0.127
O -3.492355 2.024164 -0.130475 1.514 -2.170 -0.497
H -3.061345 0.045913 1.563163 0.069 -0.006 0.182
C -0.460980 1.000895 -0.802770 0.423 -0.369 0.126
H -5.318868 -2.523958 0.434154 -0.332 -0.137 -0.038
H 3.352775 -1.019432 -2.100017 0.131 0.056 -0.148
H 2.469721 0.863347 2.057552 0.005 -0.214 -0.022
C 1.279459 -0.608906 -1.870978 0.295 0.358 0.194
H -2.332553 -1.013040 0.368330 0.088 -0.045 -0.225
C -3.077059 -0.238240 0.514518 0.067 0.210 0.195
C -4.458728 -0.792761 0.190625 0.005 0.031 0.096
H -0.892501 2.597074 0.559718 -0.353 -0.012 0.092
C 2.978396 -1.304954 -0.055812 0.592 -0.367 -0.251
H -0.666826 -1.055704 -1.167917 -0.089 -0.158 0.034
N 2.808131 -2.756844 -0.276429 -0.191 0.605 0.273
H 3.590577 -3.059043 -0.839669 0.036 -0.239 -0.136

***

(3)
46
Properties=species:S:1:pos:R:3:forces:R:3 method="wB97M-V/def2-TZVPD" largest_force_ev_per_a=7.76 total_charge=0 lumo_energy_ev=-1.303
C -1.112184 -3.113034 3.807968 0.329 1.783 0.904
H -1.953918 2.644209 -0.323438 -0.113 -0.383 -1.686
H -1.950638 -2.068599 5.557788 0.219 -0.017 -0.203
H -0.460129 1.173814 0.193347 0.164 -0.571 -0.084
H -1.812429 -1.131466 3.143447 0.187 -0.147 0.209
H -1.243610 -4.137035 3.402801 0.278 -0.406 -0.198
C 0.930723 0.999204 -1.435833 2.081 -0.520 -1.640
C 4.667607 0.803206 -0.021967 1.275 -0.960 0.811
F -2.127314 -2.534436 -0.169023 -1.267 1.429 -3.679
H 5.537864 0.055652 -0.135010 -1.322 1.133 0.212
H -0.752987 3.830223 -2.856696 0.462 -0.821 1.554
O 0.120138 -2.655012 4.052940 1.016 -0.486 -0.416
H -0.281212 -0.408630 -0.432226 0.376 0.859 0.378
H 1.368589 2.225663 0.814813 1.266 0.228 -0.026
B 2.274196 1.034886 -0.509189 1.071 0.139 2.441
H 1.728497 3.035197 -1.870553 -1.392 -0.974 -0.555
O 2.301760 2.029104 0.561119 -1.499 -1.812 -1.695
F -1.590572 -2.058455 -2.374938 -1.691 0.318 2.295
C 3.816500 -0.166861 -2.042961 0.786 -1.189 -0.738
C -0.484203 3.278898 -1.880046 -0.272 0.482 -1.122
C 0.825127 2.402562 -2.209410 0.349 0.984 0.285
H 1.102327 0.168560 -2.217830 -0.687 1.144 1.260
C -1.779335 -2.168450 2.789677 -1.056 -0.102 -0.390
H -2.718963 2.790430 -2.001696 1.216 -0.814 0.634
H 0.954279 2.305977 -3.349586 -0.404 -0.271 1.847
H -1.480678 -3.747161 5.871936 0.133 0.076 -0.190
H 4.899735 0.185276 -2.216299 -1.753 -0.622 0.139
O -4.116659 0.216844 -2.010906 4.139 -1.483 1.310
H -2.816406 -2.480221 2.594859 -0.159 0.078 -0.165
F -3.729553 -2.576313 -1.870003 3.045 1.533 1.730
H -1.249627 -2.181083 1.831392 0.281 -0.098 0.270
C -1.487431 0.875257 -1.571038 -0.451 0.986 -1.236
C -1.912478 -3.074249 5.124662 -0.943 -0.362 -0.037
H 4.566662 0.993049 1.094387 -0.131 -0.080 -1.612
C -2.575549 -1.954735 -1.364127 0.077 -3.044 -0.518
S -2.966183 -0.147335 -1.096026 -6.312 4.180 1.688
N 3.440051 0.135659 -0.619721 -0.339 3.601 -1.374
N -0.296992 0.612891 -0.659427 -1.201 -0.452 -1.413
C -1.791866 2.441291 -1.448642 0.337 0.028 1.363
H 3.798556 -1.308342 -2.205502 -0.040 1.802 0.030
H -2.949970 -3.396686 4.955260 -0.135 -0.049 0.129
H -0.265488 4.115706 -1.124533 -0.319 -1.509 -0.953
H -1.248929 0.646273 -2.664253 -0.046 -0.075 1.638
H 4.972100 1.743657 -0.598797 -0.585 -1.137 0.916
H 3.190136 0.363140 -2.832549 0.622 -0.768 0.997
O -3.339545 0.201478 0.315828 2.408 -1.635 -3.109

***

(4)
40
Properties=species:S:1:pos:R:3:forces:R:3 method="wB97M-V/def2-TZVPD" largest_force_ev_per_a=0.67 total_charge=0 de_lowest_kj_mol=0.0 smiles="CNCBCCCOC(C)=O.C1CCOC1" lumo_energy_ev=0.736
H -2.757794 0.888073 1.886564 0.012 0.029 -0.023
H -4.423270 -3.591898 -0.339303 0.029 -0.050 -0.013
H 4.118586 2.157907 1.469150 0.003 0.008 0.003
C -2.557199 -2.802887 -0.179385 0.064 -0.060 -0.070
C -2.162806 1.781628 1.682353 0.136 0.212 0.101
H -1.652404 2.054379 2.605206 -0.025 -0.005 -0.023
H 0.639880 -1.643235 2.164811 -0.042 0.027 0.000
O 3.719754 1.604968 -0.479422 -0.023 -0.030 0.010
H -1.046973 -1.526506 1.715646 -0.001 -0.034 -0.088
H -2.674608 -1.740655 -0.493305 0.014 -0.007 0.116
N -3.543868 -3.670662 -0.835751 -0.193 0.183 0.048
H 0.245924 -3.781541 1.151942 -0.144 -0.056 -0.089
H -0.863724 -3.738073 -1.552263 0.017 -0.119 0.074
H -0.208110 -0.473661 -0.526482 -0.034 0.022 0.060
C -1.168268 1.440306 0.613995 0.274 0.103 -0.064
H -2.811137 2.586066 1.344844 -0.025 -0.059 0.014
H 1.038286 -2.865491 -0.099065 0.055 -0.093 0.144
H 1.755993 1.581364 -1.103114 -0.003 0.002 -0.025
O -0.074916 0.794871 1.103708 -0.373 -0.326 0.447
H 4.315387 4.371430 -0.615318 0.003 -0.006 -0.003
C 2.609968 2.259335 -1.099747 -0.071 -0.020 -0.011
H -2.733995 -2.810641 0.901706 -0.019 -0.021 -0.039
H 3.783485 4.511893 1.064588 -0.009 -0.004 0.001
H 1.366377 -0.386974 0.249723 -0.032 0.027 0.031
H 1.711509 3.293877 0.565740 0.000 -0.015 0.000
C -0.037744 -1.634411 1.307177 0.114 -0.027 0.258
H -4.552619 -3.925433 -2.651971 -0.002 0.028 0.012
H 2.867893 2.497632 -2.137138 0.004 0.014 0.004
H -4.060638 -2.238449 -2.343311 0.002 -0.038 -0.004
C 4.345698 2.489857 0.450000 -0.010 0.011 0.018
C -3.773393 -3.295119 -2.223410 0.122 -0.076 -0.032
H 1.875132 4.304544 -0.875362 0.014 0.007 -0.003
C 0.292513 -0.429573 0.446303 0.293 0.136 -0.444
C 2.352462 3.521069 -0.288877 0.005 0.001 0.026
C 0.109888 -2.922161 0.482659 0.118 0.430 -0.258
B -1.078730 -3.212869 -0.499077 -0.059 -0.055 -0.020
H 5.425929 2.442632 0.305162 -0.002 -0.006 -0.003
O -1.292740 1.695250 -0.550297 -0.179 -0.158 -0.163
C 3.762305 3.872329 0.183069 0.001 0.000 -0.010
H -2.862036 -3.459170 -2.801749 -0.032 0.023 0.016

***

(5)
65
Properties=species:S:1:pos:R:3:forces:R:3 method="wB97M-V/def2-TZVPD" largest_force_ev_per_a=3.16 total_charge=-2 de_lowest_kj_mol=0.0 lumo_energy_ev=3.437
H -4.500193 3.854692 -2.378976 0.173 0.817 -0.116
H -2.584133 2.569572 1.313792 0.212 0.369 -0.227
C 1.575452 -3.351943 -0.069110 0.066 -1.584 -0.411
O -1.551377 0.561617 0.046249 1.416 -0.114 0.722
H -2.922612 2.342054 -1.270800 -0.213 -0.425 0.570
F 4.549638 -0.699462 4.788553 -0.437 0.705 0.278
O -4.043481 0.440826 2.378095 -0.155 -0.511 0.551
H 6.366289 -4.587219 -2.881739 0.035 -0.198 0.047
O 2.613092 0.700905 -3.016831 -0.749 -2.046 -0.754
O 3.214446 -0.756071 1.778888 1.722 1.043 0.423
Br -1.356056 -2.457821 1.236738 -0.030 0.837 0.256
O 1.064341 -1.150434 -2.443659 0.847 -0.656 -0.553
H 1.132074 -2.791874 0.752568 0.378 0.052 -0.186
S 1.557411 -0.243660 -3.464928 -0.407 3.132 -0.047
H 0.971582 -3.251819 -0.973686 0.144 0.792 0.014
C -4.550222 3.769292 -1.286161 -0.138 -1.786 -0.189
C -3.401966 3.090463 0.819377 -0.955 -1.502 -0.070
O 0.896956 -0.409214 0.339854 -2.315 1.458 0.514
F 2.856889 0.555209 5.438387 0.103 -0.335 -0.069
H -7.022018 4.471707 -0.850692 -0.159 0.136 0.823
Br 0.443111 2.895342 0.966763 -0.416 -0.270 0.070
C -6.303869 5.282754 -0.996806 0.774 -1.003 -1.090
F -2.756225 -0.374925 5.870126 -0.046 -0.283 0.154
C -3.489401 -0.610877 4.779517 1.654 0.494 -1.867
H -5.275691 2.954739 -1.166815 -0.066 -0.155 0.167
C 3.073347 -3.167126 -0.348292 -1.978 0.526 -0.644
H 5.056989 -5.782892 -2.522512 0.246 -0.006 0.543
O -4.991797 4.880012 -0.580642 -0.575 1.239 -0.160
H -3.750569 3.964811 1.367301 0.682 0.548 -0.460
F 1.584194 -2.347191 -5.111594 0.083 -0.259 -0.688
C 2.406234 -1.355361 -4.802427 -0.065 1.445 1.921
H -2.253778 5.146130 -0.601417 -0.335 -0.092 0.415
H 4.911190 -4.745100 -3.865764 -0.189 0.490 -0.090
F 4.046084 1.139762 3.736411 0.529 0.798 0.221
F -3.189544 -1.822120 4.273657 -0.374 0.477 0.739
C 5.292689 -4.763998 -2.839862 -0.072 0.267 -0.272
C 3.531406 0.110938 4.386063 -0.214 -1.373 -1.707
C -3.261359 3.209172 -0.706240 -0.070 1.922 0.895
H -1.729860 4.255645 -1.859127 -0.106 -0.293 -0.192
H 2.381346 -1.339555 -1.291012 -0.930 -0.109 0.114
H 3.564527 -5.127272 -0.916581 -0.074 -0.280 -0.386
S 2.551248 -0.878084 3.060680 -2.270 -1.505 -1.178
F 2.798422 -0.663095 -5.878950 -0.553 -0.268 -0.250
H -6.583275 6.243400 -0.576429 0.080 -0.206 0.276
O 0.468191 0.444143 -4.163166 0.980 -0.941 -0.248
S -3.077316 0.690906 3.427410 0.289 0.805 -1.416
H 3.603807 -3.405456 0.571393 0.429 0.759 -0.057
H 2.786077 -4.137341 -2.276534 -0.433 -0.483 0.224
O -3.259546 1.980239 4.074357 0.201 -0.624 0.460
N -2.096321 4.193152 -0.913023 -0.279 -0.184 -0.597
H -4.259086 2.437209 1.008119 0.156 -0.375 -0.193
V -0.394804 0.204613 1.106323 0.253 -1.773 -1.460
O -1.681623 0.469270 2.959645 -0.713 -0.097 0.916
O 4.742785 -3.765503 -1.998659 0.232 -0.938 0.244
H -6.310321 5.331167 -2.091331 0.124 0.588 -0.163
H -1.361099 3.764623 -0.345716 1.281 -0.148 0.737
F 3.538670 -1.874239 -4.286584 -0.037 -0.429 0.079
O 1.207622 -0.332938 2.989449 0.040 1.128 1.050
H 1.420673 -4.421594 0.108565 0.054 -0.093 0.618
F -4.767197 -0.565371 5.116459 -0.430 -0.080 0.083
O 2.560471 -2.247687 3.495417 0.596 -0.283 1.219
H 3.302570 -1.147775 0.116336 -0.458 0.323 0.445
H 3.987183 -1.520256 -1.341770 0.225 -0.075 0.008
C 3.489186 -4.174380 -1.441927 0.340 2.115 0.044
N 3.178575 -1.684725 -0.746716 1.896 -1.483 -0.100

***

(6)
43
Properties=species:S:1:pos:R:3:forces:R:3 method="wB97M-V/def2-TZVPD" largest_force_ev_per_a=5.22 total_charge=-1 de_lowest_kj_mol=269.3 lumo_energy_ev=2.278
H -8.815610 -20.991090 -14.694840 0.101 -0.102 -0.520
C -10.970910 -20.930810 -15.349930 0.487 -1.669 0.990
O -12.074130 -18.321290 -18.711690 -1.586 -0.305 3.111
H -14.642860 -16.615800 -17.143490 -0.704 -0.312 -0.259
H -11.814080 -22.277910 -13.884220 0.383 -0.031 0.445
O -9.435830 -18.806270 -20.362550 0.949 -2.130 -0.352
H -6.790650 -19.611580 -20.705890 -0.104 -0.142 -0.122
H -15.163570 -19.007920 -17.275250 -0.074 0.357 0.094
H -13.731150 -15.835910 -18.374290 0.555 -0.131 -0.105
C -8.625140 -19.439890 -19.634510 -2.182 4.207 -2.192
N -10.707930 -20.919110 -16.775990 -0.684 -0.812 0.130
O -9.509950 -19.052080 -15.049630 2.328 0.662 0.173
H -9.964620 -20.267790 -13.582870 0.058 -0.496 0.508
C -9.701120 -20.358170 -14.636670 -2.123 -0.841 1.089
O -10.010280 -16.201990 -18.480840 0.284 -0.290 0.290
H -8.636120 -13.930570 -17.905960 -0.663 -0.122 -0.731
C -14.079180 -19.098890 -17.338000 0.687 -0.489 -0.073
H -10.316770 -13.521280 -17.211570 -0.050 -0.091 -0.635
H -8.436310 -17.370180 -14.552320 0.002 -0.157 -0.019
C -7.534350 -20.284380 -20.278860 -0.241 -0.435 1.665
C -13.396680 -18.056210 -18.230350 1.026 0.633 -1.905
H -13.083820 -16.335320 -16.775900 0.967 -0.054 -0.270
O -10.130530 -16.291470 -16.301470 -0.238 -1.157 3.236
H -9.091430 -14.293210 -16.315250 0.308 0.899 0.515
C -11.391750 -22.352600 -14.886290 -0.097 -0.071 1.114
H -10.114910 -21.730160 -16.879080 1.027 0.209 -0.468
Ca -10.391180 -18.493240 -17.054980 -0.220 1.640 -3.991
C -9.503840 -14.238840 -17.322750 1.044 0.201 2.677
H -13.649210 -19.054570 -16.337380 -0.033 -0.008 0.469
H -7.371330 -18.824060 -14.510590 -0.255 -0.384 -0.860
C -9.905670 -15.687510 -17.358020 -0.378 0.641 -4.494
H -13.964320 -18.046810 -19.160820 -0.798 -0.041 -0.258
H -10.643000 -23.144680 -14.877300 0.426 0.255 -0.064
O -8.558830 -19.090650 -18.415040 0.916 -1.666 2.004
H -13.894250 -20.102180 -17.721820 0.186 -0.123 -0.157
H -8.595900 -18.664270 -13.299340 0.109 0.457 0.335
H -7.141650 -20.751630 -19.375770 0.777 -0.503 -0.334
H -7.890080 -21.044640 -20.974240 -0.047 0.318 -0.101
C -8.376870 -18.438230 -14.342910 -1.437 0.051 0.365
H -12.250670 -22.792190 -15.393350 0.039 0.501 -0.786
H -11.874770 -20.409640 -15.034490 0.270 1.070 -0.536
C -13.673180 -16.640030 -17.640720 -0.410 -0.148 0.653
H -11.537200 -21.312940 -17.197080 -0.603 0.607 -0.632